C46H76O68S11 as an isolated structure in a non-equilibrium geometry, computed with ωB97M-V/def2-TZVPD.

E: -307342.0884 eV
LUMO: -0.60 eV
Kohn-Sham gap: 0.339 Ha

Geometry as ORCA input:
```
! wB97M-V def2-TZVPD RIJCOSX def2/J DEFGRID3
* xyz 0 1
C 3.05000 3.09941 0.59956
C 1.85876 3.92916 0.91872
O 1.25888 3.21747 2.00842
C 2.15668 2.42563 2.56827
O 1.99757 1.80609 3.59702
O 3.30258 2.37838 1.80861
H 3.97660 3.59988 0.36757
H 2.80850 2.33978 -0.10896
H 1.22970 3.90263 -0.00013
H 1.99314 4.96621 1.33961
C 2.63089 -4.00289 -4.89924
C 1.36718 -4.73664 -4.62233
O 1.03082 -4.34253 -3.23986
C 1.63175 -3.16864 -3.09592
O 1.33840 -2.37639 -2.21423
O 2.56502 -2.86117 -4.06020
H 2.71621 -3.58459 -5.87269
H 3.56503 -4.53408 -4.62215
H 1.47339 -5.79829 -4.65474
H 0.48246 -4.48047 -5.19673
C -4.63940 0.48680 4.71108
C -5.95658 0.61213 4.09127
O -5.69440 1.33438 2.84683
C -4.38299 1.55951 2.73999
O -3.91481 2.21820 1.88629
O -3.69584 1.03651 3.77189
H -4.29556 -0.54916 4.84947
H -4.50502 1.08347 5.59066
H -6.77041 1.13372 4.57611
H -6.31563 -0.35414 3.79250
C 4.71071 1.23293 -2.58584
C 3.93125 0.02322 -3.02197
O 4.03858 -0.85042 -1.88393
C 4.24130 -0.09699 -0.78807
O 4.19130 -0.46495 0.33904
O 4.60732 1.15582 -1.14725
H 4.24115 2.14549 -2.87139
H 5.80693 1.27085 -2.69863
H 4.31763 -0.53437 -3.89734
H 2.85956 0.19163 -3.11741
C 3.34307 -4.81789 0.39869
C 4.42811 -3.90403 0.92057
O 4.98477 -4.71369 1.93961
C 4.12591 -5.60575 2.35625
O 4.12494 -6.25389 3.40403
O 3.05460 -5.67476 1.49435
H 3.70171 -5.44432 -0.44210
H 2.42607 -4.32287 0.16669
H 4.02379 -3.05559 1.42636
H 5.19112 -3.71012 0.19200
C 2.30969 -4.76025 5.28933
C 1.37488 -5.93326 4.99867
O 0.58061 -5.52247 3.94324
C 1.15455 -4.44424 3.34030
O 0.79933 -4.01187 2.25422
O 2.23381 -4.00568 4.03610
H 3.32829 -5.06574 5.30245
H 1.90782 -4.05900 6.03502
H 0.74266 -6.25691 5.83700
H 1.81013 -6.89123 4.72358
C -5.25084 -5.04099 -1.94897
C -5.94997 -3.70525 -2.26838
O -4.80104 -2.81749 -2.21774
C -3.63828 -3.46288 -1.94717
O -2.56918 -2.88911 -1.86359
O -3.84015 -4.75960 -1.86430
H -5.39638 -5.72626 -2.80827
H -5.55096 -5.48799 -1.02636
H -6.68020 -3.26802 -1.59083
H -6.37838 -3.64899 -3.25797
C -0.98501 -6.33192 0.97510
C -2.00953 -5.43159 1.62589
O -3.10696 -6.36704 1.85416
C -2.45007 -7.50145 2.19815
O -2.96902 -8.40369 2.88588
O -1.18501 -7.51559 1.76942
H -0.00501 -5.89000 1.01521
H -1.21715 -6.58767 -0.06561
H -2.44109 -4.58738 1.07431
H -1.72891 -5.02734 2.58847
C -3.13211 4.92640 3.07011
C -1.85679 4.08777 2.74205
O -1.16176 3.85586 4.10909
S -2.04811 4.30918 5.33744
O -1.58068 5.51803 5.86934
O -2.27753 3.20183 6.17147
O -3.37311 4.54729 4.52633
H -3.99516 4.53105 2.54611
H -3.06281 6.02288 2.97297
H -1.12351 4.58139 2.13931
H -2.21180 3.14519 2.41512
C -6.52570 2.81827 -1.76008
C -7.20697 3.62503 -2.83805
O -8.58951 3.07789 -2.97023
S -8.71047 1.55491 -2.40679
O -8.77809 0.58830 -3.49437
O -9.68650 1.49232 -1.38042
O -7.17083 1.50579 -1.88866
H -6.68500 3.16082 -0.73782
H -5.53315 2.52550 -2.04100
H -6.77953 3.40607 -3.82877
H -7.38857 4.63444 -2.55381
C 3.42266 -0.36684 4.92017
C 3.46641 -0.88458 3.45606
O 4.85357 -1.53318 3.32352
S 5.52924 -1.75924 4.75230
O 6.56696 -0.73765 5.00485
O 5.88799 -3.12346 4.89420
O 4.28257 -1.41554 5.61946
H 2.48532 -0.35791 5.47739
H 3.99518 0.56073 5.00441
H 3.40434 -0.08630 2.71444
H 2.77526 -1.70776 3.30568
C 7.07870 0.40021 1.58888
C 8.07862 -0.40401 2.29542
O 9.22382 -0.48954 1.28573
S 8.53218 -0.87447 -0.10007
O 8.21557 -2.28836 -0.16084
O 9.13346 -0.19061 -1.22441
O 7.07905 -0.18712 0.22185
H 7.29561 1.47917 1.52330
H 6.05322 0.22091 1.92407
H 7.89211 -1.46930 2.35710
H 8.45011 -0.03789 3.24968
C -1.21526 0.73280 5.37332
C -0.80532 0.80498 3.93020
O 0.03477 -0.40474 3.74300
S -0.92177 -1.58782 4.42589
O -0.03238 -2.63369 4.98130
O -2.02627 -1.99603 3.50455
O -1.57449 -0.67060 5.60576
H -2.08699 1.33920 5.44907
H -0.44033 1.01809 6.10014
H -0.25755 1.71828 3.62698
H -1.71064 0.82475 3.28793
C -1.40062 -1.01191 -3.99197
C -0.61781 0.23193 -3.73169
O -1.51438 1.08286 -3.00759
S -2.95442 0.93879 -3.70749
O -3.01430 1.71045 -4.90259
O -3.94942 1.12756 -2.65334
O -2.75446 -0.55160 -4.05346
H -1.30002 -1.74039 -3.22354
H -1.12329 -1.48521 -4.92870
H -0.34196 0.74944 -4.65722
H 0.29687 0.03454 -3.12980
C -0.33960 4.92107 -5.91972
C 0.69382 5.91860 -5.55963
O 1.38488 5.51899 -4.27851
S 0.92168 4.08509 -3.96879
O 0.83555 3.91321 -2.53926
O 1.64906 3.06615 -4.66692
O -0.51135 4.24162 -4.64073
H -0.01497 4.22993 -6.69333
H -1.30552 5.37091 -6.09777
H 0.37123 6.93892 -5.33219
H 1.42072 6.03584 -6.37561
C 6.29255 5.45821 -6.34489
C 5.35190 4.33778 -6.92774
O 4.45376 3.95770 -5.80911
S 5.16115 4.33342 -4.44239
O 6.20256 3.35260 -4.23575
O 4.23126 4.65263 -3.38120
O 5.73130 5.64319 -4.95770
H 6.16602 6.43153 -6.81836
H 7.30887 5.10322 -6.21529
H 5.93572 3.47367 -7.20036
H 4.70150 4.75111 -7.74093
C -3.82908 -0.49455 -0.11042
C -5.29217 -0.12634 -0.20713
O -5.95829 -1.32198 0.36200
S -4.99604 -2.20371 1.25865
O -4.80140 -3.48908 0.60055
O -5.47745 -2.29030 2.62570
O -3.73517 -1.29814 1.20279
H -3.13692 0.33393 -0.05176
H -3.57664 -1.13225 -0.98221
H -5.52528 -0.05085 -1.23115
H -5.62370 0.69717 0.43312
C 1.13151 -1.33493 0.96414
C -0.30200 -1.63994 0.44091
O -0.48909 -0.63684 -0.70395
S 0.31715 0.68375 -0.32303
O -0.55226 1.71957 0.06450
O 1.21892 0.96793 -1.41537
O 0.96349 0.10903 0.97405
H 2.02610 -1.54528 0.38120
H 1.15053 -1.65183 1.97303
H -1.00431 -1.30455 1.22545
H -0.55893 -2.60641 -0.01585
C -2.76431 3.59716 -0.72408
C -2.68023 4.13697 -2.06034
O -3.94700 4.76004 -2.25185
S -4.32425 5.59042 -0.91066
O -5.70678 5.44379 -0.58503
O -3.75230 6.91091 -1.02824
O -3.43417 4.62081 0.04774
H -1.87532 3.32423 -0.19118
H -3.35845 2.65162 -0.76911
H -2.63967 3.31120 -2.77093
H -1.92414 4.92814 -2.09625
*
```

Löwdin population analysis, charges in e, atoms 1 to 99: C -0.1110; C -0.0890; O 0.0505; C -0.5382; O 0.1298; O 0.0580; H 0.1459; H 0.0909; H 0.1222; H 0.1584; C -0.1267; C -0.0709; O 0.0897; C -0.5369; O 0.1303; O 0.0482; H 0.1262; H 0.1518; H 0.1267; H 0.1350; C -0.0838; C -0.0673; O 0.0860; C -0.5828; O 0.1454; O 0.0294; H 0.1459; H 0.1347; H 0.1411; H 0.1079; C -0.0786; C -0.0898; O 0.0583; C -0.5777; O 0.1456; O 0.0336; H 0.0940; H 0.1446; H 0.1430; H 0.1107; C -0.1132; C -0.0785; O 0.0982; C -0.5249; O 0.1167; O 0.0398; H 0.1412; H 0.1080; H 0.1049; H 0.1393; C -0.0474; C -0.1357; O 0.0669; C -0.5382; O 0.0981; O 0.0145; H 0.1115; H 0.1344; H 0.1388; H 0.1310; C -0.0778; C -0.0628; O 0.0187; C -0.5797; O 0.1075; O 0.0797; H 0.1385; H 0.1210; H 0.1272; H 0.1229; C -0.0918; C -0.0975; O 0.0571; C -0.5456; O 0.0886; O 0.0705; H 0.1048; H 0.1365; H 0.1201; H 0.1193; C -0.0599; C -0.0450; O -0.2202; S 0.5305; O -0.2002; O -0.2284; O -0.2102; H 0.1026; H 0.1387; H 0.1184; H 0.0699; C -0.1466; C -0.0984; O -0.2153; S 0.6492; O -0.2602; O -0.2237; O -0.2471; H 0.1316

***

An isolated ion of composition C5H14N2O and charge +1 in a non-equilibrium geometry, computed with ωB97M-V/def2-TZVPD.

E: -10429.2798 eV
LUMO (alpha / beta): -3.35 / -8.60 eV
<S²>: 0.7553
Kohn-Sham gap (alpha / beta): 0.321 / 0.128 Ha

Geometry as ORCA input:
```
! wB97M-V def2-TZVPD RIJCOSX def2/J DEFGRID3
* xyz 1 2
C -1.40022 0.25221 0.42803
N -0.68756 1.15038 1.33873
C -0.56735 2.55771 1.06101
O -0.46491 3.09062 -0.29925
C -0.49909 -0.28199 -0.75773
C 0.02573 -1.61660 -0.33767
C 1.47976 -1.84327 -0.69843
N 1.81925 -3.26313 -0.74063
H -1.73256 -0.47224 1.17210
H -2.38002 0.63005 0.10457
H 0.21601 0.77930 1.64327
H 0.24146 2.86525 1.69600
H -1.49889 3.04739 1.25320
H 0.36595 2.78722 -0.71329
H -1.14384 -0.32357 -1.63014
H 0.23464 0.46586 -0.98301
H -0.60354 -2.50633 -0.60332
H -0.03818 -1.92600 0.75522
H 2.27575 -1.32984 -0.11853
H 1.60640 -1.47540 -1.76072
H 2.77271 -3.51295 -0.45854
H 1.17950 -3.85904 -0.21615
*
```

Just the natural (NBO) charges please, in e? Sure, here they are: C -0.2739; N -0.1151; C 0.0072; O -0.6334; C -0.3773; C -0.4591; C -0.2156; N -0.8416; H 0.2567; H 0.2565; H 0.4088; H 0.2006; H 0.2491; H 0.4834; H 0.2686; H 0.2164; H 0.2536; H 0.2112; H 0.1852; H 0.1793; H 0.3800; H 0.3594

***

In kJ/mol, the ΔE to the lowest compared entry with this formula, charge and spin values for the records above are, in order, 0.0 280.0.